Computed, not measured: 8 unconnected molecules or ions with the total composition C52H116N4O12, with the ωB97M-V functional and the def2-TZVPD basis.

Geometry as XYZ:
```
184
Properties=species:S:1:pos:R:3:lowdin_charge:R:1
C 32.6371 -5.8096 -20.9002 -0.099
O 31.4791 -6.4372 -21.3955 -0.159
C 30.8985 -7.2742 -20.4181 -0.221
C 29.5602 -7.7641 -20.9050 -0.188
O 29.2074 -8.8336 -20.0551 -0.211
C 27.9338 -9.3259 -20.3037 -0.147
H 32.8214 -4.9098 -21.4889 0.094
H 33.5106 -6.4537 -21.0713 0.086
H 32.4904 -5.5205 -19.8586 0.092
H 30.8125 -6.8177 -19.4217 0.121
H 31.5068 -8.1788 -20.2301 0.111
H 29.6451 -8.1162 -21.9394 0.123
H 28.7785 -7.0000 -20.8113 0.137
H 27.5773 -9.2354 -21.3379 0.081
H 27.1768 -8.7616 -19.7183 0.086
H 27.7610 -10.3576 -19.9942 0.097
C 27.4770 -10.9334 -24.0812 -0.108
O 27.8552 -12.1462 -23.4684 -0.179
C 29.2361 -12.3404 -23.2909 -0.198
C 29.9292 -11.2012 -22.5859 -0.228
O 31.2432 -11.6439 -22.3234 -0.173
C 31.9906 -10.6692 -21.6322 -0.108
H 27.7713 -10.0678 -23.4735 0.062
H 26.3908 -10.9027 -24.1142 0.090
H 27.9096 -10.8637 -25.0858 0.096
H 29.7232 -12.4765 -24.2708 0.133
H 29.3645 -13.2461 -22.7055 0.133
H 29.4376 -11.0239 -21.6214 0.117
H 29.9617 -10.2830 -23.1830 0.121
H 33.0204 -11.0198 -21.5998 0.078
H 31.5977 -10.5042 -20.6235 0.086
H 31.9861 -9.7144 -22.1801 0.093
C 40.1000 -2.3528 -13.9788 -0.114
O 39.4597 -3.2529 -14.8452 -0.160
C 38.0842 -3.0058 -14.9185 -0.235
C 37.4070 -4.0910 -15.7138 -0.191
O 37.7339 -5.3242 -15.0938 -0.197
C 37.5500 -6.4227 -15.9453 -0.131
H 39.9910 -1.3080 -14.3246 0.089
H 41.1655 -2.5690 -14.0061 0.089
H 39.7041 -2.3713 -12.9579 0.087
H 37.9246 -2.0346 -15.4218 0.132
H 37.5759 -2.8801 -13.9484 0.105
H 37.8086 -4.0784 -16.7331 0.130
H 36.3179 -4.0185 -15.6147 0.129
H 37.8752 -7.3299 -15.4400 0.094
H 38.2450 -6.3134 -16.7996 0.094
H 36.5455 -6.5139 -16.3634 0.069
C 32.9652 -13.4306 -13.2834 -0.097
O 33.0682 -14.7039 -13.8810 -0.194
C 31.9034 -15.1536 -14.5161 -0.219
C 32.2921 -16.4058 -15.2812 -0.241
O 31.1381 -17.0298 -15.7432 -0.184
C 31.3604 -18.3705 -16.1437 -0.100
H 33.4969 -12.7130 -13.9202 0.076
H 33.3504 -13.4460 -12.2685 0.086
H 31.9207 -13.0950 -13.2934 0.087
H 31.5443 -14.3975 -15.2278 0.131
H 31.1281 -15.4110 -13.7853 0.134
H 32.8695 -17.0396 -14.5879 0.132
H 32.9800 -16.1483 -16.1011 0.131
H 30.5411 -18.6623 -16.7906 0.085
H 31.3558 -19.0294 -15.2635 0.089
H 32.3496 -18.4562 -16.6029 0.086
C 27.1412 -9.6927 -15.2594 -0.005
C 27.4453 -8.3496 -15.9819 -0.514
C 26.2310 -7.8152 -16.7142 -0.151
C 25.2176 -7.1338 -15.8184 -0.171
C 25.9452 -6.0075 -15.1016 -0.149
C 27.1178 -6.4730 -14.2500 -0.535
N 27.9602 -7.3330 -15.0884 -0.096
O 29.1815 -7.6987 -14.4559 -0.010
C 27.9225 -5.2619 -13.8606 -0.049
C 26.6056 -7.1694 -12.9828 -0.023
C 28.4833 -8.6648 -17.0438 -0.046
H 28.0998 -10.1731 -15.0451 0.082
H 26.5571 -10.3439 -15.9036 0.084
H 26.7221 -9.5187 -14.2738 0.061
H 26.3814 -7.1998 -17.6005 0.120
H 25.7645 -8.7307 -17.1080 0.118
H 24.7484 -7.8061 -15.0979 0.113
H 24.4165 -6.7303 -16.4406 0.113
H 25.2205 -5.4760 -14.4691 0.122
H 26.2676 -5.2275 -15.8002 0.125
H 28.5071 -4.8414 -14.6835 0.092
H 27.3384 -4.4861 -13.3632 0.092
H 28.6791 -5.5448 -13.1195 0.080
H 26.0167 -8.0444 -13.2358 0.058
H 27.3965 -7.4017 -12.2724 0.086
H 25.9233 -6.4795 -12.4713 0.088
H 28.1443 -9.4446 -17.7377 0.075
H 29.3862 -9.1086 -16.6210 0.069
H 28.7911 -7.8479 -17.7023 0.088
H 29.7953 -7.0100 -14.7363 0.093
C 42.3260 -16.4610 -15.7829 -0.039
C 41.3396 -15.7614 -16.7234 -0.521
C 41.2916 -16.5595 -18.0282 -0.138
C 40.1103 -16.2061 -18.9415 -0.168
C 38.8220 -16.3223 -18.1409 -0.146
C 38.8264 -15.5667 -16.8123 -0.539
N 40.0228 -15.9002 -16.0828 -0.111
O 39.9841 -15.4478 -14.7457 -0.015
C 38.6515 -14.0386 -17.1205 -0.020
C 37.5923 -15.9875 -16.0473 -0.049
C 41.7979 -14.3264 -16.9395 -0.029
H 43.3463 -16.3094 -16.1563 0.088
H 42.1138 -17.5259 -15.7244 0.084
H 42.3421 -16.0225 -14.7870 0.078
H 42.2379 -16.3841 -18.5517 0.122
H 41.2847 -17.6305 -17.8117 0.118
H 40.0763 -17.0090 -19.6818 0.110
H 40.2991 -15.2494 -19.4246 0.106
H 38.6115 -17.3835 -17.9761 0.124
H 37.9467 -15.9373 -18.6767 0.123
H 39.1427 -13.8523 -18.0749 0.062
H 37.5938 -13.8373 -17.3167 0.071
H 38.9471 -13.4200 -16.2777 0.087
H 37.5116 -15.4345 -15.1105 0.083
H 36.6942 -15.8888 -16.6465 0.084
H 37.7291 -17.0273 -15.7146 0.091
H 41.8930 -13.7754 -16.0032 0.091
H 41.2089 -13.7379 -17.6386 0.064
H 42.8033 -14.3676 -17.3788 0.086
H 39.7714 -16.2450 -14.2507 0.107
C 36.7189 -9.0665 -17.9463 -0.027
C 35.3707 -9.4651 -18.5213 -0.519
C 35.0276 -10.9170 -18.2190 -0.136
C 34.4263 -11.1596 -16.8684 -0.173
C 33.1582 -10.3227 -16.6185 -0.125
C 33.4548 -8.8459 -16.9008 -0.507
N 34.2155 -8.6554 -18.1292 -0.083
O 34.3514 -7.2946 -18.4772 -0.014
C 32.0987 -8.1641 -17.0867 -0.043
C 34.1086 -8.2338 -15.6504 -0.028
C 35.4969 -9.3795 -20.0256 -0.042
H 37.4993 -9.5566 -18.5428 0.088
H 36.9196 -9.4714 -16.9468 0.083
H 37.0007 -8.0201 -17.9112 0.060
H 34.4025 -11.3007 -19.0272 0.118
H 35.9473 -11.5137 -18.2464 0.122
H 35.0854 -10.7969 -16.0684 0.110
H 34.1940 -12.2021 -16.6436 0.110
H 32.9204 -10.4114 -15.5623 0.111
H 32.3403 -10.6248 -17.2783 0.121
H 32.2065 -7.0848 -17.2336 0.082
H 31.4909 -8.5714 -17.8947 0.069
H 31.5046 -8.2348 -16.1678 0.076
H 33.9774 -7.1414 -15.6772 0.079
H 33.5052 -8.4444 -14.7629 0.080
H 35.1535 -8.4780 -15.5069 0.070
H 36.3589 -9.9415 -20.3918 0.093
H 35.7330 -8.3528 -20.3421 0.088
H 34.5961 -9.6723 -20.5634 0.068
H 34.0569 -7.2819 -19.3931 0.047
C 36.7179 -3.4855 -10.1072 -0.022
C 35.1734 -3.4254 -10.0253 -0.538
C 34.6455 -2.2254 -10.7939 -0.132
C 34.5338 -2.4849 -12.3137 -0.161
C 33.8524 -3.8015 -12.5847 -0.143
C 34.4370 -5.0253 -11.8963 -0.522
N 34.4900 -4.6284 -10.4596 -0.098
O 34.8024 -5.7439 -9.6148 -0.025
C 33.4825 -6.1890 -11.9746 -0.038
C 35.7903 -5.3613 -12.4687 -0.023
C 34.8481 -3.2369 -8.5300 -0.040
H 37.0918 -4.3640 -9.5907 0.088
H 37.1165 -2.5042 -9.8554 0.083
H 37.0194 -3.6087 -11.1524 0.055
H 33.6556 -1.9354 -10.4200 0.119
H 35.2981 -1.3877 -10.5341 0.117
H 35.5423 -2.3824 -12.7233 0.093
H 33.9235 -1.6882 -12.7465 0.112
H 33.9884 -4.0090 -13.6659 0.124
H 32.7692 -3.7784 -12.5030 0.122
H 33.1405 -6.2965 -13.0058 0.078
H 33.9239 -7.1281 -11.6410 0.087
H 32.6191 -6.0311 -11.3238 0.089
H 35.6330 -6.0194 -13.3350 0.083
H 36.2546 -4.4719 -12.8860 0.050
H 36.4846 -5.9226 -11.8490 0.101
H 35.3108 -2.3187 -8.1667 0.085
H 35.2318 -4.0765 -7.9588 0.074
H 33.7638 -3.1868 -8.4018 0.086
H 33.9394 -5.9432 -9.2397 0.102
```

## Properties
- SMILES: CC1(C)CCCC(C)(C)N1O.CC1(C)CCCC(C)(C)N1O.CC1(C)CCCC(C)(C)N1O.CC1(C)CCCC(C)(C)N1O.COCCOC.COCCOC.COCCOC.COCCOC
- HOMO energy: -0.2987 Eh
- Energy: -3172.3999 a.u.